# C4H7NO2

A cluster of 2 separate species, C4H7NO2 in total (wB97M-V/def2-TZVPD, the Open Molecules 2025 dataset).

Summary:
HOMO (alpha / beta), eV: -9.4 / -9.4
E_tot, hartree: -361.66130
Spin multiplicity: 1
Orbital gap (alpha / beta), eV: 8.548 / 8.548
ΔE to the lowest compared entry with this formula, charge and spin, kcal/mol: 137.8

Each line ends with the Löwdin charge.
Positions of all 14 atoms, in Å:
1 C -1.20 -0.56 -0.90  0.10
2 C -0.19 0.06 -0.30  -0.26
3 N -0.41 1.25 0.52  0.03
4 O -1.56 1.47 0.80  -0.03
5 C 1.24 -0.32 -0.42  -0.27
6 C 2.32 0.64 -0.16  -0.11
7 O 1.98 -0.36 0.79  -0.02
8 H -2.22 -0.20 -0.77  0.06
9 H -1.04 -1.43 -1.52  0.08
10 H -2.93 -1.13 1.87  0.04
11 H -2.75 -0.42 1.72  0.01
12 H 1.43 -1.15 -1.11  0.15
13 H 3.28 0.50 -0.66  0.11
14 H 2.07 1.65 0.14  0.11